# 1
Density functional theory data (the ωB97M-V functional and the def2-TZVPD basis) for a molecular structure, C15H38FeN5O2P3.

Atoms and positions in Å:
H: 0.0435 -3.4274 -1.0839
C: -0.2380 -2.4790 -0.6116
P: -0.3727 2.4805 0.2211
H: -2.0651 -0.2405 5.3208
O: 1.3687 0.1707 2.0705
H: -1.6929 -1.6486 4.3040
H: -2.1840 -1.2899 1.8661
C: -1.3436 1.3767 3.6400
H: -1.3672 1.9837 4.5696
C: 1.0121 -2.6000 3.4781
C: -1.0134 -0.6558 -4.4904
H: 2.9269 -2.4630 5.2238
H: 2.4847 2.0970 6.0897
C: -1.2513 -0.7754 4.8103
H: -0.4919 -1.5455 -4.1359
H: 1.2765 0.8147 6.2896
H: -1.5069 2.4342 -2.8430
H: -0.3414 -0.1952 -5.2303
H: 2.5377 -1.9585 0.0037
H: 0.7898 2.4297 5.7116
H: -2.3773 1.1234 3.3404
C: 1.9998 -1.6128 -0.8861
P: -1.8476 -0.7036 0.6088
C: 1.0145 3.0414 -0.7756
H: -1.9140 -0.9773 -5.0184
H: -0.0709 -2.5691 3.2785
C: 1.5727 1.6648 5.6699
H: 2.7930 -0.2339 -2.3592
H: -0.8935 1.9792 2.8295
H: -3.0583 -0.0294 0.2814
N: 1.8552 1.2725 4.2961
H: -1.5199 2.8802 -0.5139
O: -2.4333 0.4127 -2.6949
H: -0.3855 0.2500 -2.6956
H: 2.1977 -2.3257 -1.6966
H: 1.1980 4.0967 -1.0034
H: 3.5451 -1.6262 3.7735
H: 3.5663 -0.1342 -0.7885
H: -0.6871 2.1996 -4.3803
H: 1.2420 -3.4561 4.1310
C: -1.2926 0.3229 -3.3563
N: 1.6601 0.7928 -0.8982
H: -2.2848 -2.4433 -1.1274
H: -0.5437 -1.1344 5.5703
N: -0.6034 0.1236 3.8526
C: 2.4869 2.3253 3.4998
H: -2.1692 -3.1215 0.4281
C: 1.8868 2.0601 -1.2162
P: 1.0379 0.0576 3.5358
H: 3.1632 -0.6808 5.2627
H: 3.2707 2.7852 4.1085
N: 0.5827 -1.4806 -0.5504
N: 1.4709 -1.3988 4.2062
H: 1.7562 3.0968 3.2199
C: -1.7008 -2.3793 -0.2234
Fe: 0.0853 0.3347 0.3479
H: -0.3216 3.3846 1.3230
H: 1.5701 -2.7185 2.5286
C: 2.8690 -1.5362 4.6408
C: -1.4791 1.8265 -3.7504
H: -2.4247 1.9937 -4.2728
C: 2.5839 -0.2687 -1.2752
H: 2.7650 2.3177 -1.8383
H: 2.9315 1.9021 2.5940

Forces on the atoms, in the same order (eV/Å):
0.29 0.09 0.28
0.49 0.18 -0.47
-0.63 2.51 -0.09
0.29 -0.13 -0.16
-1.01 0.21 -1.77
0.05 0.23 0.19
0.06 0.74 -0.19
0.05 0.02 -0.06
-0.10 -0.25 -0.54
0.23 0.02 0.22
-0.44 0.06 -0.60
0.14 0.29 -0.03
-0.12 -0.11 0.08
-0.21 -0.25 0.38
-0.14 -0.03 0.20
0.02 0.04 -0.15
0.09 -0.03 -0.17
-0.23 -0.01 0.26
-0.34 -0.12 -0.04
0.02 -0.05 0.07
0.38 0.25 0.16
0.22 -0.65 -0.08
-2.69 -1.56 0.84
-0.02 0.88 -0.18
0.00 0.12 0.07
0.46 0.00 0.08
-0.06 0.05 0.18
-0.20 0.12 0.29
-0.14 -0.35 0.54
0.15 -0.69 -0.06
-0.21 -0.35 -0.54
0.27 0.27 0.30
-1.50 -2.11 1.36
-0.39 0.36 0.04
-0.26 -0.05 0.26
-0.05 -0.46 0.04
-0.05 0.06 0.30
-0.40 0.15 -0.06
0.54 -0.11 -0.32
-0.28 0.16 -0.38
1.79 0.81 -0.23
0.92 0.87 -0.46
-0.22 0.15 -0.58
-0.30 0.09 -0.28
0.46 0.19 -0.15
0.10 -0.09 -0.09
0.81 -0.26 -0.04
0.87 -0.78 -0.55
-0.40 -0.05 1.53
-0.04 -0.39 -0.23
-0.09 -0.01 -0.18
-1.05 -2.02 0.12
-0.03 0.42 -0.50
0.16 0.04 0.04
0.20 1.49 0.01
2.70 -1.45 2.02
-0.23 -0.12 -0.53
-0.24 -0.03 0.30
0.10 -0.12 0.01
0.22 1.14 -0.44
0.19 -0.22 0.00
0.32 0.74 -0.63
-0.44 -0.05 0.38
-0.07 0.16 0.25

Summary:
Total charge: +2
Spin multiplicity: 7
Kohn-Sham gap (alpha / beta) (eV): 8.408 / 6.156
⟨S²⟩: 12.051



# 2
Density functional theory data (the ωB97M-V functional and the def2-TZVPD basis) for 7 unconnected molecules or ions with the total composition C15H38N2O7S.

Atoms and positions in Å:
H: 3.9769 3.6720 2.3590
C: -3.2948 2.4622 0.3398
H: 0.0985 -0.5606 0.9858
C: 5.0348 1.7635 2.9098
H: 2.6024 -4.8463 2.1822
H: 0.7862 1.4271 -2.3662
C: 1.3982 1.8765 -3.1482
H: 4.8105 -4.5616 1.1915
O: 2.8105 1.9363 1.8232
C: -3.6591 -3.7727 0.6119
H: -3.7424 0.1956 -4.2448
H: 0.6997 -1.8743 -1.2806
O: -3.1964 0.6372 -1.6191
H: -0.3678 -0.7930 -2.0669
H: 1.9602 0.6706 0.4849
H: -4.1599 -4.6613 0.2276
H: -3.1129 1.3131 4.6453
H: -1.8363 1.7422 -2.3846
H: -3.8457 -2.9730 -0.1049
C: -2.1695 -4.1114 0.6922
C: -2.4258 -0.1159 3.2688
O: 1.7055 0.0628 -0.2132
H: -2.0960 -0.0335 -4.0843
H: 4.4944 2.6575 0.9638
C: -2.8380 0.7627 -4.0240
C: -0.0801 -1.1411 -1.0748
H: -3.4079 2.4732 -2.7598
H: -2.7232 1.4444 -4.8667
H: 4.8236 1.8205 3.9776
C: 4.1092 2.6573 1.9835
H: -0.8501 -1.7482 -0.5987
C: -3.1460 1.1415 3.5694
H: 3.4532 1.5102 -3.9301
H: 1.5708 2.9000 -2.8153
O: -4.5579 0.0810 0.3502
O: -5.3684 1.8514 -1.1680
H: 2.4883 -2.3302 2.5171
H: -0.1468 0.7779 0.0289
H: 4.7891 0.7230 2.6977
H: -2.7518 2.0795 3.1786
C: 2.9157 -4.1478 1.4063
O: 4.2502 -3.9505 1.6754
H: -3.8148 2.7159 1.2636
C: 0.3704 -0.1812 0.0008
C: 2.2696 -2.8094 1.5628
C: -2.8628 1.5322 -2.6849
H: 2.3336 1.8853 2.6548
S: -4.2718 1.2009 -0.5010
H: -4.2204 1.0774 3.3971
H: -3.0917 3.2775 -0.3546
H: -2.3657 1.9609 0.6109
H: 6.1197 1.8520 2.8522
O: 0.7408 1.7634 -4.4147
N: -1.0065 -4.2633 0.7158
H: 2.9147 -4.5437 0.3907
C: 2.7770 1.2144 -3.1280
H: 1.0812 2.2825 -5.1469
H: -4.1597 -3.6039 1.5653
H: 2.7846 -2.1086 0.9056
H: 1.2153 -2.7802 1.2878
H: 3.3277 1.4876 -2.2278
H: 2.7035 0.1284 -3.0706
N: -1.8456 -1.1057 3.0013

Forces on the atoms, in the same order (eV/Å):
-0.15 -0.09 -0.06
0.14 -1.15 -0.11
0.53 -0.65 0.24
-0.82 -0.08 -0.15
-0.91 -0.40 -0.45
-0.26 -0.20 -0.40
1.36 0.21 -0.37
-0.16 -0.03 0.08
1.02 1.04 -0.10
1.04 -1.21 -0.29
-0.53 0.38 0.42
0.37 0.13 0.28
-2.39 0.44 1.77
-0.24 0.56 0.29
0.80 0.30 0.10
0.08 -0.08 -0.21
0.24 -0.24 0.23
0.25 0.65 -0.65
0.24 0.14 0.28
1.04 0.68 0.21
1.35 -1.89 -1.13
1.42 0.38 0.36
0.50 0.45 0.30
0.04 0.21 0.18
-0.53 -0.20 0.04
-0.50 -1.07 0.46
-0.51 -0.35 0.33
0.31 0.08 0.15
-0.35 0.58 0.06
-0.11 -2.28 0.75
-0.51 0.01 -0.57
-0.25 -0.13 1.19
-0.36 0.03 -0.38
-0.38 0.45 -0.37
0.60 0.59 -0.10
0.63 -0.08 0.19
-0.41 -0.57 0.47
-0.62 0.37 -0.63
0.12 -0.03 -0.42
0.27 -0.51 -0.54
-0.32 -0.38 0.27
3.12 0.70 0.62
-0.16 0.32 -0.39
-1.19 0.09 -0.58
-0.05 1.06 -0.80
1.84 -0.76 -1.05
0.22 0.14 0.27
0.10 -0.48 -1.20
0.13 -0.24 -0.58
-0.27 0.02 0.24
0.09 0.05 -0.04
-0.09 0.45 -0.53
-0.84 -0.46 0.64
-3.01 0.16 -0.08
-1.17 -0.17 -0.03
0.17 -0.37 0.47
0.56 0.22 0.52
0.63 0.38 0.10
-0.08 -0.09 -0.50
-0.02 -0.14 0.37
-0.24 0.13 0.28
-0.04 -0.02 -0.33
-1.76 2.96 0.88

Summary:
Total charge: 0
Kohn-Sham gap (eV): 9.512



# 3
Density functional theory data (the ωB97M-V functional and the def2-TZVPD basis) for a molecular structure, C15H39ClCoI2P3.

Atoms and positions in Å:
C: 0.6331 1.7049 2.1469
H: 2.6130 0.6697 -0.6543
H: -3.9638 1.0891 -3.8863
H: 1.6545 -1.2024 3.8686
H: 2.5991 1.2281 -4.8421
H: 2.6276 -1.8613 -4.6237
H: 0.4716 3.8057 1.7266
I: 0.0757 -1.9031 -1.3295
H: -0.7600 2.8629 0.8807
H: 1.8368 0.9818 3.8471
H: -3.5230 0.6566 3.6331
H: 2.8565 -2.5380 -2.9823
C: 1.9834 -1.3149 2.8294
H: -0.4147 0.5019 4.8730
H: 1.4435 1.6422 1.3974
H: -3.9940 -1.5313 -3.8363
H: 1.9861 2.6977 3.4580
C: 3.0742 -1.6888 -3.6389
H: -0.4867 -2.7190 3.0491
H: 4.1732 0.2340 -1.3884
H: 1.2242 -1.4031 0.8477
C: 3.0367 1.2172 -3.8388
H: 2.7825 2.1455 -3.3165
C: -2.9436 -0.1940 -1.2993
H: 4.1569 -1.5456 -3.7316
H: -2.4674 -1.8026 -4.7475
H: -2.6974 -2.5667 -3.1452
Co: 0.0819 -0.2325 -3.6269
H: 4.1246 1.1007 -3.8959
H: 0.5318 2.1217 4.2837
H: 2.5385 -2.2619 2.7560
H: 2.6812 -0.5077 2.5720
H: -2.5639 -1.0207 -0.6891
P: 2.3550 -0.1882 -2.9251
H: -0.3905 -1.2592 4.5832
C: 1.2766 1.8570 3.5195
C: -1.0055 -0.3536 4.5191
Cl: 0.0950 -0.3007 -5.7661
H: -2.6583 2.1211 -3.2080
C: -2.8813 1.2267 -3.7977
H: -2.0767 -1.0394 2.7964
C: -0.0151 -2.6726 2.0601
H: 0.6638 -3.5299 1.9539
H: -1.8539 -0.4835 5.2111
H: -4.0321 -0.2937 -1.4056
H: -0.9267 3.1717 2.6272
P: -2.1943 -0.2239 -2.9630
C: -2.6313 1.0028 3.0956
H: -2.2798 1.9109 3.6023
C: -1.5715 -0.1139 3.1272
H: -0.7938 -2.7758 1.2911
C: 0.8016 -1.3826 1.8789
C: 3.1215 -0.0782 -1.2745
H: -2.7121 0.7464 -0.7871
C: -2.9132 -1.6849 -3.7557
P: -0.3134 0.1223 1.7842
H: 3.0835 -1.0436 -0.7560
I: 0.0528 1.3750 -1.2218
H: -2.9375 1.2621 2.0777
H: -2.4247 1.3127 -4.7885
C: -0.2102 2.9492 1.8247

Forces on the atoms, in the same order (eV/Å):
0.05 -0.12 -1.05
0.31 -0.21 -0.19
0.11 0.18 -0.04
0.25 -0.03 -0.19
0.16 0.05 0.14
0.17 -0.02 0.13
-0.23 -0.17 0.08
-0.05 -0.13 -1.00
0.00 0.10 0.29
-0.14 0.19 0.02
0.19 0.10 -0.11
0.10 0.11 -0.17
0.28 0.17 0.45
-0.28 -0.41 -0.04
-0.18 0.04 0.22
0.11 -0.16 -0.03
-0.24 -0.23 -0.01
-0.01 0.06 -0.08
0.15 -0.10 -0.27
-0.35 -0.20 -0.14
-0.09 0.01 0.86
0.03 -0.05 -0.01
0.08 -0.11 -0.13
0.10 0.03 0.24
-0.15 -0.15 0.00
-0.15 -0.04 0.10
-0.09 0.07 -0.15
-0.09 -0.08 2.08
-0.14 0.15 -0.04
0.30 -0.06 -0.27
-0.19 0.23 -0.01
-0.19 -0.19 0.13
-0.23 0.15 -0.17
0.61 0.01 -0.96
-0.16 0.28 0.01
0.03 0.13 0.52
0.35 0.07 0.49
0.09 0.00 0.59
-0.08 -0.08 -0.15
0.00 -0.08 0.01
0.09 0.21 0.14
-0.09 0.10 -0.08
-0.18 0.20 0.09
0.24 0.04 -0.27
0.24 0.01 -0.10
0.28 -0.06 -0.30
-0.62 0.06 -0.77
-0.05 0.02 0.31
-0.09 -0.26 -0.15
-0.96 -0.19 -1.16
0.09 0.00 0.32
0.03 0.02 -1.33
-0.06 0.09 0.41
-0.20 -0.21 -0.20
0.08 0.11 0.02
0.92 0.00 2.52
0.06 0.18 -0.21
-0.10 -0.05 -0.65
0.03 0.00 0.11
-0.17 0.04 0.11
0.04 0.21 0.02

Summary:
Total charge: +2
ΔE to the lowest compared entry with this formula, charge and spin (kJ/mol): 0.0
Spin multiplicity: 5
Kohn-Sham gap (alpha / beta) (eV): 5.566 / 5.844
⟨S²⟩: 6.222



# 4
Density functional theory data (the ωB97M-V functional and the def2-TZVPD basis) for a molecular structure, C15H39ClI2P3Pr.

Atoms and positions in Å:
C: -4.6673 1.2934 0.1258
H: -2.4672 3.2658 1.0901
H: 2.0173 2.1509 1.9508
H: 4.7297 -0.9173 -0.6249
H: 1.8106 -2.3134 2.8121
Cl: -2.0290 2.7951 -1.7653
H: -0.1384 0.7928 -5.2795
C: 0.4382 0.6268 1.9679
H: -0.4319 -2.3430 -0.9114
C: 0.6270 -2.0226 0.9638
H: 0.5035 2.6895 2.7240
C: 2.9350 -0.1820 0.3808
H: 1.1616 -3.7947 2.0948
I: -5.6530 0.4382 -4.1737
H: -0.3498 -1.9781 1.4903
H: -5.3263 1.5308 0.9680
H: 1.5878 -1.1783 -2.2126
H: 1.8432 1.8256 -3.7621
H: -3.3517 2.5717 2.4878
H: 3.3795 -2.0902 -0.6327
H: -1.5569 -0.0757 -4.6209
H: 1.2623 -2.9904 -0.8988
H: 0.5879 2.5468 0.9288
H: -3.9224 -0.1298 2.6785
P: -0.0195 0.5230 -2.8468
H: 0.2311 0.6884 4.1262
H: -2.2319 -0.6301 2.3916
C: 0.7169 0.0421 3.3638
H: 2.5497 -3.0111 1.3098
H: 4.7898 -0.1521 1.5292
H: -1.4315 1.6834 -4.4119
H: -5.0535 0.4212 -0.4084
H: 3.4339 -0.5987 -1.7093
H: 0.7296 2.8079 -2.7559
H: -3.5298 -1.3082 1.3949
H: 1.5996 -0.9228 -3.9803
C: -0.8614 0.7519 -4.4574
C: 1.6042 -2.8059 1.8479
C: -3.1899 -0.4078 1.9137
H: 3.1548 0.8760 0.1193
C: -2.5675 2.3953 1.7436
H: 0.2405 -0.9489 3.4818
H: -0.0451 -3.8491 -0.0240
H: 3.4170 0.4043 2.4399
H: 1.7791 -0.0255 3.6369
C: 0.9633 -1.0035 -3.0929
C: 0.3458 -2.8446 -0.2973
C: 3.6258 -1.0145 -0.7075
H: 1.8984 1.7209 -1.9772
P: -2.9626 0.9441 0.6980
C: 0.9129 2.0869 1.8868
H: -4.6252 2.1372 -0.5677
Pr: -1.4544 0.5999 -1.0282
C: 1.2452 1.8481 -2.8446
H: -0.6184 0.5478 1.8673
H: 3.6757 -1.3593 2.1439
I: -4.7261 -1.8695 -3.7918
H: -1.6130 2.2258 2.2487
C: 3.7113 -0.3564 1.7027
P: 1.0284 -0.2528 0.4805
H: 0.2873 -1.8554 -3.2067

Forces on the atoms, in the same order (eV/Å):
0.03 -0.02 -0.23
-0.06 0.00 0.18
-0.61 -0.05 -0.08
-0.69 -0.09 0.33
0.06 -0.22 -0.55
-0.33 1.74 -0.49
-0.09 -0.04 0.18
1.97 0.52 0.91
0.33 -0.34 -0.02
-0.53 -0.39 -0.30
0.22 -0.30 -0.51
0.65 1.05 0.31
0.15 0.55 -0.24
-0.80 2.13 -0.31
0.38 0.26 -0.03
0.16 -0.08 -0.11
-0.17 0.02 -0.32
-0.15 -0.06 0.13
0.09 -0.08 -0.16
0.13 0.51 -0.29
0.02 0.04 -0.11
-0.55 0.07 0.16
0.26 0.02 0.43
0.10 -0.03 -0.14
6.63 -0.18 -8.22
0.28 -0.23 -0.46
-0.18 -0.04 0.09
-0.49 -0.20 0.58
-0.46 0.17 0.36
-0.64 -0.10 -0.19
0.07 -0.09 -0.16
-0.10 0.07 0.03
-0.21 -0.49 0.25
0.17 -0.03 -0.09
-0.06 0.01 0.13
-0.14 0.03 0.08
-0.23 0.05 0.08
0.17 -0.31 0.36
0.12 -0.20 -0.05
-0.43 -0.36 -0.03
0.16 0.13 -0.01
0.38 0.39 -0.04
0.25 0.61 -0.21
-0.03 -0.43 -0.09
-0.41 -0.01 -0.26
-0.04 -0.17 0.07
-0.19 -0.43 -0.15
0.12 -0.08 -0.49
0.01 0.04 -0.10
-7.17 2.04 7.88
-0.20 0.37 -0.02
-0.13 -0.07 0.10
0.86 -3.55 0.69
-0.06 0.15 0.22
-1.15 0.19 -0.23
-0.18 0.40 -0.13
1.00 -2.02 0.47
-0.27 0.18 0.02
0.41 0.31 0.50
1.43 -1.42 0.36
0.12 0.02 -0.10

Summary:
Total charge: +2
ΔE to the lowest compared entry with this formula, charge and spin (kJ/mol): 467.9
Spin multiplicity: 3
Kohn-Sham gap (alpha / beta) (eV): 6.946 / 7.139
⟨S²⟩: 2.019



Number 1: largest force on an atom 0.0714 hartree/bohr. Number 2: largest force on an atom 0.0690 hartree/bohr. Number 3: largest force on an atom 0.0522 hartree/bohr. Number 4: largest force on an atom 0.2110 hartree/bohr.